Record 1
ORCA calculation (ωB97M-V/def2-TZVPD) on the molecule C5H8FNO.

Structure (ORCA input):
```
! RIJCOSX wB97M-V def2-TZVPD def2/J DEFGRID3
* xyz 0 1
O 1.13 -0.56 -1.21
C 0.29 -0.65 -0.08
C 1.06 -0.25 1.17
C 1.16 1.31 0.94
N 0.22 1.60 -0.22
C -0.72 0.53 -0.06
C -1.10 -0.80 -0.67
F -2.13 -1.37 -0.01
H 1.28 0.40 -1.37
H 2.04 -0.74 1.23
H 0.53 -0.50 2.10
H 2.17 1.66 0.69
H 0.81 1.83 1.86
H -0.18 2.51 -0.16
H -1.25 0.54 0.89
H -1.06 -1.03 -1.73
*
```

## Properties
**HOMO-LUMO gap**: 0.36112 hartree
**E_tot**: -11566.141 eV
**Energy above the lowest of the compared OMol25 structures with the same formula, charge and spin**: 4.2790 eV
**SMILES**: O[C@@]12CCN[C@H]1[C@@H]2F



Record 2
ORCA calculation (ωB97M-V/def2-TZVPD) on a cluster of 2 separate species, C5H8FNO in total.

Structure (ORCA input):
```
! RIJCOSX wB97M-V def2-TZVPD def2/J DEFGRID3
* xyz 0 1
O -3.79 -1.72 0.47
N -3.75 -0.52 0.42
C -3.18 0.49 0.07
F -3.26 1.75 0.32
C -0.36 -0.25 -0.59
C 0.89 0.03 -0.18
C 2.14 -0.58 -0.87
C 1.30 0.75 1.04
H -1.25 -0.09 -0.07
H -0.40 -0.71 -1.50
H 1.75 -1.24 -1.66
H 2.72 -1.05 -0.08
H 2.78 0.24 -1.33
H 0.60 0.98 1.71
H 1.74 1.65 0.62
H 2.05 0.26 1.64
*
```

## Properties
**HOMO-LUMO gap**: 0.31290 hartree
**E_tot**: -11563.810 eV
**Energy above the lowest of the compared OMol25 structures with the same formula, charge and spin**: 6.6098 eV
**SMILES**: [O-][N+]#CF.C=C(C)C